The following is a DFT calculation (the ωB97M-V functional and the def2-TZVPD basis) of C51H79N3OP2SSiV as an isolated structure in a non-equilibrium geometry.

```
! wB97M-V def2-TZVPD RIJCOSX def2/J DEFGRID3
* xyz 0 4
V 1.8137 0.1099 -0.0903
N 2.5627 -0.3935 2.4746
C 3.9872 -0.6817 2.4130
C 4.2496 -1.9198 1.5367
N 3.6540 -1.7790 0.2168
C 4.5871 -1.4585 -0.8479
C 5.0235 0.0108 -0.7663
N 3.8559 0.8702 -0.7495
H 2.4063 0.5302 2.8661
H 2.0812 -1.0677 3.0644
H 4.4493 -0.8568 3.4016
H 4.4735 0.1958 1.9819
H 3.8224 -2.7960 2.0321
H 5.3389 -2.0746 1.4702
H 3.1193 -2.6041 -0.0374
H 4.0747 -1.6209 -1.8000
H 5.4938 -2.0923 -0.8078
H 5.6970 0.2283 -1.6091
H 5.5906 0.1569 0.1583
H 3.5458 1.1261 -1.6852
H 4.0459 1.7468 -0.2705
C 2.3958 -0.2354 -3.7245
Si 1.0292 -0.3422 -2.3128
C -0.3800 0.6930 -3.1510
C -0.4953 0.7589 -4.5344
C -1.2317 1.7410 -5.1680
C -1.8398 2.7295 -4.4157
C -1.7966 2.6504 -3.0345
C -1.1170 1.6165 -2.3981
P -1.4432 1.1880 -0.6372
C -3.3199 1.0475 -0.9169
C -3.5717 -0.0795 -1.9302
C -5.0005 -0.6411 -1.8610
C -5.9517 0.3299 -1.1731
C -5.5277 0.4977 0.2824
C -4.0347 0.8512 0.4215
C -1.2945 2.7951 0.3588
C -2.3105 3.9332 0.1623
C -2.7717 4.5390 1.4893
C -1.5670 4.7957 2.3844
C -0.9190 3.4713 2.8059
C -1.2159 2.3327 1.8211
C 0.7170 -2.2643 -2.5495
C 0.8677 -2.7702 -3.8383
C 0.9974 -4.1179 -4.1034
C 0.9952 -5.0157 -3.0536
C 0.8105 -4.5522 -1.7635
C 0.6489 -3.1917 -1.4955
P 0.0426 -2.5280 0.1258
C -1.7040 -3.2701 -0.0781
C -2.7226 -2.5137 0.7966
C -3.7699 -3.4396 1.4128
C -4.3701 -4.3408 0.3399
C -3.2876 -5.2074 -0.3252
C -1.8678 -4.7834 0.0636
C 0.8299 -3.4724 1.5946
C -0.0852 -3.2995 2.8199
C 0.3510 -4.1656 4.0121
C 1.8502 -4.4294 3.9695
C 2.1915 -5.2742 2.7388
C 1.3265 -4.9150 1.5111
H 1.9680 -0.1697 -4.7180
H 3.0534 -1.1030 -3.7211
H 3.0041 0.6549 -3.6213
H -0.0133 0.0083 -5.1426
H -1.3182 1.7388 -6.2444
H -2.3625 3.5389 -4.9053
H -2.2959 3.4163 -2.4619
H -3.6833 1.9747 -1.3695
H -2.8468 -0.8850 -1.7780
H -3.3886 0.3188 -2.9311
H -5.0111 -1.5752 -1.2941
H -5.3554 -0.8710 -2.8679
H -6.9715 -0.0581 -1.2094
H -5.9474 1.2893 -1.6917
H -5.7247 -0.4409 0.8055
H -6.1401 1.2670 0.7571
H -3.5191 0.0761 0.9900
H -3.9480 1.7770 0.9908
H -0.2928 3.1476 0.0918
H -3.1924 3.6045 -0.3873
H -1.8428 4.7304 -0.4204
H -3.4701 3.8692 1.9947
H -3.3017 5.4746 1.2905
H -1.8620 5.3693 3.2663
H -0.8450 5.4019 1.8344
H -1.2911 3.1802 3.7908
H 0.1570 3.6134 2.9006
H -2.1488 1.8474 2.1091
H -0.4189 1.5808 1.8787
H 0.8998 -2.0821 -4.6676
H 1.1177 -4.4636 -5.1198
H 1.1267 -6.0738 -3.2346
H 0.8055 -5.2831 -0.9711
H -1.9172 -3.0415 -1.1320
H -3.2379 -1.7855 0.1751
H -2.2129 -1.9513 1.5838
H -4.5543 -2.8374 1.8792
H -3.3284 -4.0595 2.1943
H -4.8517 -3.7116 -0.4109
H -5.1436 -4.9723 0.7836
H -3.3826 -5.1479 -1.4117
H -3.4278 -6.2530 -0.0433
H -1.1813 -5.2952 -0.6083
H -1.6566 -5.1095 1.0811
H 1.7144 -2.8548 1.7747
H -1.1078 -3.5696 2.5694
H -0.0923 -2.2451 3.1147
H -0.1704 -5.1258 3.9915
H 0.0772 -3.6678 4.9466
H 2.1699 -4.9495 4.8755
H 2.3776 -3.4726 3.9407
H 2.0442 -6.3304 2.9791
H 3.2509 -5.1459 2.4974
H 0.4751 -5.5914 1.4508
H 1.9426 -5.0589 0.6238
C 1.7159 1.9310 0.5372
C 2.0876 2.9330 1.1386
C 2.3469 4.0928 1.9022
C 1.8203 5.3443 1.5410
C 2.0006 6.4418 2.3565
C 2.7055 6.3325 3.5477
C 3.2505 5.1071 3.9068
C 3.0854 4.0047 3.0935
H 1.2423 5.4319 0.6299
H 1.5733 7.3969 2.0744
H 2.8228 7.1924 4.1937
H 3.7953 5.0115 4.8366
H 3.5068 3.0502 3.3868
C 0.8694 4.7625 -3.1536
S 1.6714 3.7217 -1.8405
C 3.0437 4.9225 -1.5030
O 2.3638 2.6385 -2.5514
H 1.5993 5.2209 -3.8067
H 0.2646 5.5184 -2.6667
H 0.2284 4.0993 -3.7229
H 2.6575 5.9069 -1.2702
H 3.6855 4.9569 -2.3761
H 3.5989 4.5397 -0.6523
*
```

Computed properties:
HOMO (alpha / beta)	-6.21 / -6.73	eV
F_max	0.060	hartree/bohr
frontier orbital gap (alpha / beta)	6.592 / 7.107	eV
expectation value of S²	3.7774

=====

The following is a DFT calculation (the ωB97M-V functional and the def2-TZVPD basis) of C22H43N8O4Pr as an isolated structure in a non-equilibrium geometry.

```
! wB97M-V def2-TZVPD RIJCOSX def2/J DEFGRID3
* xyz 2 3
Pr 1.0642 -0.8022 -0.1633
C -0.6356 -1.0521 4.3764
C -1.8183 -0.9500 3.3843
C -2.4816 0.4562 3.2662
C -1.7409 1.6963 2.8418
C -0.3340 1.8584 3.3938
C -2.6023 2.9629 3.3458
N -1.7333 1.6880 1.3333
C -0.7400 2.4829 0.4931
C -1.0053 2.1493 -1.0067
N 0.0885 1.4583 -1.6700
C 1.3318 2.3798 -1.5309
C 2.5211 1.9718 -0.6099
O 3.6705 2.3134 -0.9002
O 2.1557 1.2218 0.3717
C -0.2314 1.0309 -3.0786
C 1.0582 0.7462 -3.9120
C -1.3279 -0.0398 -3.1948
C -1.2914 -1.4347 -2.4392
C -2.3976 -2.2542 -3.1244
C -0.0062 -2.2454 -2.7715
N -1.4556 -1.4104 -0.8852
C -2.7691 -1.2677 -0.1982
C -2.7060 -1.9140 1.2259
N -1.5196 -1.6648 2.0734
C -0.7151 -2.9280 2.2343
C 0.5213 -2.6710 1.4477
O 1.4198 -1.9412 1.9388
O 0.5200 -3.1765 0.2615
H -0.7349 -0.2085 5.0259
H 0.3696 -1.1215 3.8965
H -0.8509 -1.9165 5.0292
H -2.5470 -1.6379 3.9246
H -2.9846 0.6181 4.2787
H -3.4266 0.2945 2.6283
H -0.3314 1.3538 4.3350
H -0.1131 2.8735 3.5774
H 0.4788 1.4119 2.7700
H -2.5962 3.0136 4.4635
H -3.6532 2.9414 3.0191
H -2.1382 3.8879 2.9470
H -2.7227 1.9930 1.1084
H -1.5485 0.6961 1.0247
H 0.3007 2.3207 0.8563
H -0.9780 3.5537 0.7249
H -1.1681 3.1464 -1.5330
H -1.9335 1.5859 -1.1915
H 0.9497 3.3202 -1.1713
H 1.7634 2.5000 -2.5200
H -0.6924 1.9029 -3.5993
H 1.9221 0.3242 -3.3886
H 1.4829 1.6969 -4.3290
H 0.7387 0.1066 -4.7529
H -1.2625 -0.3773 -4.2442
H -2.3738 0.4007 -2.9822
H -2.1495 -2.4641 -4.2242
H -3.3221 -1.7078 -3.1634
H -2.5851 -3.1963 -2.5766
H -0.0110 -2.5824 -3.8149
H 0.0276 -3.1698 -2.1047
H 0.9229 -1.6617 -2.6712
H -1.1779 -2.3615 -0.6580
H -3.5398 -1.7414 -0.8276
H -2.9953 -0.1784 -0.1570
H -2.9861 -3.0718 1.1857
H -3.6219 -1.5867 1.7234
H -1.1740 -3.7540 1.6914
H -0.4933 -3.2193 3.3180
N 7.4445 -0.7459 -1.7399
C 6.2212 -0.2438 -1.5408
N 6.1050 0.7675 -0.6534
N 5.2545 -0.8179 -2.2761
C 4.1179 -1.0011 -1.7606
N 3.0118 -1.3381 -1.4425
H 8.2948 -0.2081 -1.4377
H 7.5952 -1.5273 -2.3839
H 6.9614 1.0431 -0.1512
H 5.3088 1.4222 -0.7353
*
```

Computed properties:
HOMO (alpha / beta)	-14.66 / -14.69	eV
F_max	0.062	hartree/bohr
frontier orbital gap (alpha / beta)	9.481 / 9.693	eV
expectation value of S²	2.0020

=====

The following is a DFT calculation (the ωB97M-V functional and the def2-TZVPD basis) of an isolated ion of composition C4H9N4 and charge +1 in a non-equilibrium geometry.

```
! wB97M-V def2-TZVPD RIJCOSX def2/J DEFGRID3
* xyz 1 1
C -0.6997 1.8110 -0.5078
C 0.3901 1.0513 0.0064
C -1.0775 -0.7798 0.4587
C 1.0686 -1.3663 0.7323
N 0.1264 -0.2520 0.3369
N -1.8034 1.1351 -0.7127
N 1.6947 1.4671 -0.1334
N -1.4935 -1.8656 -0.1812
H -0.3611 2.8738 -0.6744
H 2.0645 -0.8698 0.6319
H 0.7948 -1.7034 1.6780
H 0.9736 -2.1320 -0.0222
H -2.7126 1.6067 -0.8236
H 2.4991 1.2830 0.5629
H 1.8609 2.3387 -0.6013
H -0.8518 -2.5259 -0.6360
H -2.4733 -2.0719 -0.1145
*
```

Computed properties:
ΔE to the lowest compared entry with this formula, charge and spin	3.652	eV
HOMO (alpha / beta)	-11.98 / -11.99	eV
F_max	0.088	hartree/bohr
frontier orbital gap (alpha / beta)	7.208 / 7.225	eV

=====

The following is a DFT calculation (the ωB97M-V functional and the def2-TZVPD basis) of C18H13N2O2RhSSe2Te3 as an isolated structure.

```
! wB97M-V def2-TZVPD RIJCOSX def2/J DEFGRID3
* xyz -2 1
Rh 0.5297 0.8093 0.9888
O -1.0002 2.1505 0.5514
C -2.2376 1.8400 0.4283
C -3.2127 2.8762 0.4665
C -4.5566 2.6184 0.3314
C -5.0211 1.3125 0.1418
C -4.0905 0.2929 0.0886
C -2.7155 0.5153 0.2248
C -1.8602 -0.6542 0.1049
N -0.5926 -0.7503 0.2268
N -0.1337 -2.0687 0.1683
C 0.8460 -2.2983 -0.6871
O 1.3751 -1.5385 -1.5259
C 1.3443 -3.7284 -0.6340
C 0.5656 -4.7779 -0.1533
C 1.0600 -6.0763 -0.1461
C 2.3449 -6.3387 -0.6084
C 3.1270 -5.2928 -1.0822
C 2.6247 -3.9980 -1.1021
H -2.8476 3.8849 0.6178
H -5.2630 3.4416 0.3763
H -6.0788 1.1055 0.0375
H -4.4233 -0.7294 -0.0676
H -2.3705 -1.5921 -0.1130
H -0.4232 -4.5522 0.2225
H 0.4425 -6.8866 0.2264
H 2.7343 -7.3508 -0.5968
H 4.1336 -5.4871 -1.4365
H 3.2074 -3.1665 -1.4778
Se -0.5282 0.8013 3.3865
Te 1.2665 2.4243 2.9026
Te 3.3287 0.7662 3.4875
Se 2.6035 -0.5374 1.4323
Te 1.5764 1.4393 -1.3465
C 1.7844 3.5413 -1.0124
C 0.9737 4.4328 -0.3599
C 1.4615 5.7735 -0.3748
C 2.6409 5.9040 -1.0470
S 3.1607 4.3754 -1.6336
H 0.0488 4.1157 0.1030
H 0.9525 6.6049 0.0983
H 3.2227 6.7987 -1.2072
*
```

Computed properties:
ΔE to the lowest compared entry with this formula, charge and spin	0.992	eV
HOMO	-1.00	eV
F_max	0.008	hartree/bohr
frontier orbital gap	5.056	eV

=====

The following is a DFT calculation (the ωB97M-V functional and the def2-TZVPD basis) of an isolated ion of composition C3H5BrN3 and charge +1 in a non-equilibrium geometry.

```
! wB97M-V def2-TZVPD RIJCOSX def2/J DEFGRID3
* xyz 1 1
C -1.6730 0.9187 0.1441
N -0.3502 0.4128 -0.0044
C -0.1867 -0.8993 -0.0442
N 1.1399 -1.1870 -0.1885
C 1.8327 -0.0703 -0.1905
Br 3.6276 0.1417 0.0440
N 0.6330 1.1674 -0.0105
H -1.5902 1.5531 1.0470
H -1.8462 1.5974 -0.7499
H -2.3377 -0.0141 0.1743
H -0.9430 -1.6261 -0.1781
H 1.6937 -1.9942 -0.0433
*
```

Computed properties:
ΔE to the lowest compared entry with this formula, charge and spin	2.049	eV
HOMO	-13.89	eV
SMILES	C[n+]1c[nH]c(Br)n1
F_max	0.151	hartree/bohr
frontier orbital gap	9.466	eV

=====

The following is a DFT calculation (the ωB97M-V functional and the def2-TZVPD basis) of a 2-piece molecular cluster, C3H4N overall in a non-equilibrium geometry.

```
! wB97M-V def2-TZVPD RIJCOSX def2/J DEFGRID3
* xyz 1 1
C -3.0856 -0.3276 -0.0622
C 1.3750 0.5657 -0.1702
C 0.6824 -0.7615 0.0909
N -0.0117 0.2435 0.1342
H -3.5433 0.4974 0.3482
H 2.1143 1.0900 0.4946
H 1.7300 0.5459 -1.2090
H 0.7390 -1.8534 0.3735
*
```

Computed properties:
ΔE to the lowest compared entry with this formula, charge and spin	8.495	eV
HOMO (alpha / beta)	-16.15 / -14.25	eV
F_max	0.071	hartree/bohr
frontier orbital gap (alpha / beta)	9.050 / 4.919	eV

=====

The following is a DFT calculation (the ωB97M-V functional and the def2-TZVPD basis) of a single C4H4N4 molecule in a non-equilibrium geometry.

```
! wB97M-V def2-TZVPD RIJCOSX def2/J DEFGRID3
* xyz 0 1
C -1.6895 -0.5288 -0.1262
C 0.2224 1.8487 0.4028
C 0.9238 -0.2359 0.0298
C -0.9808 0.3588 -0.8267
N -1.9916 -1.4342 0.5508
N -0.7627 1.6067 -0.3569
N 1.1162 0.8486 0.6702
N 1.2374 -1.5327 0.0721
H 0.2718 2.8882 0.7752
H -0.8513 0.2102 -1.8462
H 0.5221 -2.2442 -0.1777
H 1.9821 -1.7856 0.8328
*
```

Computed properties:
ΔE to the lowest compared entry with this formula, charge and spin	3.050	eV
HOMO	-8.64	eV
F_max	0.124	hartree/bohr
frontier orbital gap	8.643	eV

=====

The following is a DFT calculation (the ωB97M-V functional and the def2-TZVPD basis) of a 2-piece molecular cluster, CH4OP2 overall in a non-equilibrium geometry.

```
! wB97M-V def2-TZVPD RIJCOSX def2/J DEFGRID3
* xyz 0 1
C -0.8072 -0.9012 -0.8424
P -0.4696 0.2061 0.3398
H -1.0984 -0.6893 -1.8786
H -0.9049 -1.8876 -0.6415
H -0.2170 -0.5171 1.4810
O 4.1762 -0.5452 -1.2667
P 4.2164 0.0737 0.0727
H 2.6300 0.5242 0.1704
*
```

Computed properties:
ΔE to the lowest compared entry with this formula, charge and spin	2.166	eV
HOMO	-9.44	eV
SMILES	C=P.O=P
F_max	0.062	hartree/bohr
frontier orbital gap	8.338	eV